(1)
84
Properties=species:S:1:pos:R:3:forces:R:3:lowdin_charge:R:1 method="wB97M-V/def2-TZVPD" lumo_energy_ev=0.3 relative_energy_kj_mol=417.3 smiles=CC(C)O.CC(C)O.CC(C)O.CC(C)O.CC(C)O.CC(C)O.CC(C)O orbital_gap_ev=10.13
C -4.1666 -3.7442 2.2947 0.2476 0.3216 -0.0608 -0.05
C -4.9368 -2.9278 1.2808 -1.0075 1.2328 -0.0010 -0.48
C -6.0435 -1.9960 1.8329 0.2042 0.1938 0.3620 -0.06
O -4.0015 -2.0861 0.5890 0.0459 -0.4887 0.0734 -0.06
H -3.5166 -3.0796 2.8637 -0.1125 0.1512 0.1232 0.08
H -3.4888 -4.4295 1.7857 -0.1862 -0.1827 -0.0142 0.08
H -4.8054 -4.2775 2.9988 -0.0572 -0.0599 -0.1910 0.08
H -5.4740 -3.5438 0.5596 0.3066 -0.5215 -0.1593 0.13
H -5.6631 -1.2682 2.5496 0.2115 -0.3339 0.4260 0.08
H -6.9082 -2.5179 2.2427 0.1638 -0.1872 0.1911 0.08
H -6.4508 -1.3286 1.0734 0.0443 -0.2891 -0.5732 0.07
H -4.5421 -1.5457 0.0083 0.1695 0.2043 -0.1919 0.08
C 2.9920 -1.0565 0.0893 -0.6825 -0.0576 -0.6246 -0.05
C 1.6409 -0.4030 0.4869 2.6087 0.8197 -0.1137 -0.56
C 1.1119 0.5260 -0.5637 1.0083 1.5485 -1.0079 -0.06
O 0.8255 -1.4336 0.7694 -2.4656 -2.0245 0.4655 -0.02
H 3.2776 -1.8573 0.7715 0.0549 0.4440 0.4886 0.07
H 3.7927 -0.3363 -0.0790 0.0092 -0.0807 0.1708 0.08
H 2.8114 -1.6176 -0.8275 0.0512 0.2063 -0.3920 0.08
H 1.8393 0.1666 1.3948 -0.0252 0.4422 0.2307 0.13
H 0.7808 0.1276 -1.5228 0.0647 -0.6858 0.1813 0.09
H 1.9942 1.1195 -0.8034 0.1149 0.2508 -0.3834 0.08
H 0.4024 1.3158 -0.3166 -0.3758 -0.4263 0.7395 0.08
H -0.0533 -1.1296 0.5310 -0.3861 -0.4865 0.2606 0.10
C 6.9706 -3.8734 5.3938 -0.2203 -1.2999 0.9034 -0.05
C 7.8255 -3.5984 6.6473 0.6301 -1.1250 0.5578 -0.49
C 8.2798 -4.7904 7.5420 -2.3519 -0.5698 -0.2864 -0.06
O 9.0560 -3.0219 6.3585 0.9286 1.6658 -0.8889 -0.06
H 5.9546 -3.7919 5.7799 -0.3142 0.2199 -0.6813 0.07
H 7.0496 -4.9096 5.0647 0.2383 -0.2027 -0.0318 0.07
H 7.1631 -3.2735 4.5043 0.0175 0.4588 0.5171 0.08
H 7.1939 -2.9503 7.2549 0.6130 0.5198 0.2015 0.13
H 8.9954 -4.5383 8.3246 -0.0747 0.3955 -0.2863 0.08
H 8.6456 -5.6260 6.9453 0.2711 0.0746 -0.1960 0.08
H 7.3824 -5.1761 8.0259 0.0055 -0.3246 0.3092 0.07
H 9.6387 -3.7599 6.1649 0.2516 0.1860 -0.1227 0.08
C 1.2956 4.6994 -7.4806 -0.5496 -0.0152 1.5942 -0.06
C 1.5089 3.2772 -6.9021 -0.6845 1.6633 -0.1396 -0.49
C 0.1748 2.6602 -6.4064 0.5193 -0.9295 0.3972 -0.05
O 2.0358 2.5896 -7.9927 0.1282 -1.5958 -0.5017 -0.06
H 2.2301 5.2259 -7.6748 -0.0336 -0.3293 -0.3780 0.08
H 0.7505 5.3148 -6.7649 -0.1397 0.1740 0.0764 0.07
H 0.6504 4.5880 -8.3520 0.2305 0.2221 -0.2153 0.08
H 2.3150 3.2657 -6.1684 -0.3431 0.0515 0.3726 0.14
H 0.3202 1.6621 -5.9933 0.5254 -0.2129 -0.0810 0.07
H -0.5212 2.4592 -7.2208 -0.0515 0.5083 -0.2844 0.08
H -0.3649 3.1326 -5.5857 0.2178 0.7388 -0.2703 0.07
H 1.2701 2.4694 -8.5591 0.1785 -0.2739 -0.5618 0.08
C 2.6059 -7.9528 2.9181 -0.2290 0.8871 -0.3487 -0.05
C 2.4544 -6.5823 2.2506 0.6846 -0.0366 -1.0943 -0.53
C 1.6640 -6.6621 0.9403 -0.9396 -0.9614 0.4573 -0.06
O 1.8010 -5.7201 3.1242 -1.2632 0.4896 1.3828 -0.05
H 3.0997 -8.6604 2.2520 0.1782 0.0851 0.1182 0.08
H 1.6045 -8.3284 3.1281 0.0354 -0.0788 0.2422 0.08
H 3.1730 -7.7851 3.8338 -0.0844 -0.4126 0.0500 0.08
H 3.4213 -6.0859 2.1690 0.5847 -0.6047 -0.8099 0.13
H 1.8600 -7.5404 0.3253 0.7892 0.3070 -0.2887 0.07
H 1.5105 -5.7579 0.3511 0.6253 0.0825 0.0362 0.08
H 0.6598 -6.9323 1.2667 -0.3852 0.1800 0.2470 0.08
H 1.4372 -4.9834 2.6277 -0.0002 0.1048 0.0006 0.09
C -1.3617 8.5047 -2.3861 -0.7809 -0.1732 -1.5495 -0.05
C -0.7273 7.2292 -1.8278 0.4177 0.7788 2.0123 -0.50
C 0.4611 7.4864 -0.9477 0.7561 0.7252 0.7150 -0.08
O -1.6509 6.4818 -1.0737 -1.1489 -1.0820 -0.2944 -0.06
H -2.3753 8.6848 -2.0279 -0.0054 -0.4485 0.3429 0.08
H -1.4936 8.2906 -3.4467 -0.1967 0.3651 -0.2548 0.07
H -0.9105 9.4960 -2.3436 0.8439 -0.4013 0.3904 0.08
H -0.3279 6.5397 -2.5715 -0.5951 0.1568 -0.4342 0.14
H 0.6548 6.6509 -0.2750 0.6364 -0.7124 -0.9258 0.08
H 0.3925 8.2322 -0.1557 -0.7537 0.8370 -0.3858 0.08
H 1.2505 7.8287 -1.6169 0.6196 -0.4071 0.4481 0.09
H -1.8244 6.8638 -0.2102 0.1957 0.3463 -0.0676 0.09
C -7.4371 2.4617 -2.7590 -2.0816 -0.0180 -1.1667 -0.07
C -6.7697 3.2128 -1.7082 2.0769 -0.6498 -0.0522 -0.55
C -7.4531 3.3922 -0.4216 -2.0560 1.2198 0.4087 -0.06
O -5.6308 2.3735 -1.4560 1.2442 0.6685 0.3289 -0.06
H -6.8010 2.2328 -3.6140 0.1493 0.0994 0.2481 0.09
H -8.2539 3.0883 -3.1170 -0.4608 -0.3482 -0.2562 0.09
H -7.8218 1.5332 -2.3371 -0.1303 -0.0847 -0.1762 0.09
H -6.4018 4.1617 -2.0984 -0.1085 0.2861 -0.0238 0.14
H -7.8847 2.4676 -0.0383 0.6742 -0.1202 0.3566 0.09
H -8.3387 4.0120 -0.5614 -0.3295 0.1972 -0.2695 0.08
H -6.8818 4.0176 0.2644 0.3285 -0.7088 0.2990 0.09
H -4.9429 3.0378 -1.3719 0.7098 -0.5586 0.3106 0.08



(2)
84
Properties=species:S:1:pos:R:3:forces:R:3:mulliken_spin:R:1 method="wB97M-V/def2-TZVPD" lumo_energy_ev="-2.5 / -9.1" s2=0.7545 multiplicity=2 total_charge=+1 relative_energy_kj_mol=82.3 orbital_gap_ev="9.08 / 2.57"
C -5.5522 1.1426 0.4558 0.9750 1.8006 -0.7658 0.00
C -5.3319 2.6152 -0.0624 0.4453 -1.0698 -0.0527 0.00
C -4.1689 2.7507 -1.0670 -1.1596 -0.0972 -0.2686 0.00
O -6.5396 3.1268 -0.6521 0.9816 0.2762 0.9772 0.00
H -4.5569 0.7116 0.3475 -0.1311 -0.5823 0.4492 0.00
H -6.2340 0.6249 -0.2189 -0.1058 -0.0929 0.3390 0.00
H -5.8714 1.1960 1.4967 -0.2158 -0.4663 -0.2234 0.00
H -4.9452 3.2221 0.7563 -1.1527 0.3382 0.4485 0.00
H -3.3019 2.1132 -0.8944 -0.1258 -0.0654 0.1179 0.00
H -3.8640 3.7970 -1.0879 0.0361 -0.0433 -0.2944 0.00
H -4.6620 2.4897 -2.0034 0.7318 0.0091 -0.5315 0.00
H -6.6708 2.5842 -1.4331 -0.2402 -0.0073 -0.1902 0.00
C 0.4255 -6.9543 3.6885 -0.1300 0.6217 -0.4595 0.00
C -0.0990 -6.2640 2.3862 0.8921 1.2635 1.4570 0.00
C 0.8237 -5.1420 1.8672 -0.5095 0.5981 1.3072 0.00
O -0.2754 -7.1478 1.3964 -0.4501 -2.7961 -2.4709 0.00
H 1.4336 -7.3231 3.4991 0.1354 0.0314 -0.0114 0.00
H -0.1661 -7.8145 4.0015 -0.2575 0.1127 -0.3128 0.00
H 0.4661 -6.2720 4.5376 0.0600 0.1446 -0.0414 0.00
H -1.1005 -5.8488 2.4987 0.0039 0.2592 0.6388 0.00
H 1.8951 -5.3137 1.9711 -0.0303 -0.3534 0.1207 0.00
H 0.5529 -4.3128 2.5209 0.4650 0.5592 -0.1256 0.00
H 0.6201 -4.8536 0.8360 -0.2603 -0.1904 0.0142 0.00
H 0.5761 -7.3721 1.0141 0.0550 -0.2559 -0.0956 0.00
C 1.4514 2.4008 -2.8003 0.4806 -1.1097 1.3109 0.00
C 2.2171 2.2255 -1.4470 1.3746 -0.5098 -4.1809 0.00
C 3.5901 2.8291 -1.4764 0.2941 -0.5669 0.4493 0.00
O 1.5183 2.8428 -0.4818 -2.2964 1.4034 2.3709 0.00
H 1.9874 1.8920 -3.6016 -0.2429 -0.1108 0.0843 0.00
H 1.2626 3.4197 -3.1382 -0.0076 0.1900 0.3812 0.00
H 0.5441 1.8697 -2.5124 -0.4328 0.2788 -1.0793 0.00
H 2.2297 1.1503 -1.2684 0.2430 -0.0762 0.1607 0.00
H 4.0214 2.7354 -2.4731 0.5314 -0.1680 0.3997 0.00
H 4.0747 2.3021 -0.6544 1.0318 0.1392 -0.3939 0.00
H 3.5625 3.8738 -1.1665 -0.1379 0.1151 -0.3073 0.00
H 1.2667 3.6360 -0.9605 -0.5597 0.6520 0.7659 0.00
C -0.2274 -0.2647 -6.8078 0.3467 0.9874 0.4397 0.00
C -0.5458 0.3714 -5.4112 -0.0220 -0.8485 -1.0009 0.00
C 0.1000 -0.3361 -4.2487 -0.2102 -0.3005 0.6308 0.00
O -0.2065 1.7663 -5.4047 -0.7761 -0.3792 0.0899 0.00
H 0.8094 0.0124 -6.9986 0.3198 -0.3169 -0.1462 0.00
H -0.7760 0.1986 -7.6279 -0.2982 0.1737 0.2663 0.00
H -0.3317 -1.3419 -6.9379 -0.0461 0.0183 0.5535 0.00
H -1.6064 0.2481 -5.1921 -0.2459 0.6995 -0.4001 0.00
H -0.1994 -1.3822 -4.1834 0.3928 -0.2568 -0.5449 0.00
H -0.3591 0.0366 -3.3331 0.3035 0.4730 0.1437 0.00
H 1.1809 -0.2016 -4.2076 0.0105 -0.2566 -0.0038 0.00
H 0.6816 1.8848 -5.7495 0.1057 -0.1927 -0.1492 0.00
C 0.1843 -1.1080 1.8001 0.3404 1.5321 -0.6921 0.00
C 0.3266 0.1548 0.8626 -0.9777 -1.9681 0.6643 0.00
C -0.9719 0.4378 0.1035 1.0970 -1.0274 -0.2355 0.01
O 0.7033 1.3034 1.5751 -0.3643 0.2928 1.5850 0.03
H -0.8497 -1.2986 2.0875 0.0460 0.1323 0.2198 0.00
H 0.8386 -0.8936 2.6450 -0.2079 -0.4074 0.2086 0.00
H 0.5530 -1.9808 1.2611 -0.0709 0.0117 0.1084 0.00
H 1.1717 -0.0779 0.2147 -0.2293 -0.0390 -0.4877 0.00
H -1.7531 0.8709 0.7283 0.1779 0.2457 0.1026 0.00
H -1.3285 -0.5529 -0.1783 -0.2727 0.1993 -0.6359 0.00
H -0.6875 1.0531 -0.7501 -0.7128 0.0784 -0.1299 0.00
H 1.0515 1.8622 0.8765 0.2640 1.1166 -0.1566 0.00
C 3.5207 -2.3147 2.1874 -0.2932 -1.0210 -0.4052 0.00
C 3.8809 -3.1033 0.9147 -0.1101 2.8786 0.0449 0.00
C 3.3337 -2.3261 -0.3654 0.7295 -1.1611 0.7864 0.00
O 5.2796 -3.0985 0.8581 0.9904 -0.3510 -1.2390 0.00
H 2.4350 -2.3632 2.2707 0.1626 0.2614 0.6157 0.00
H 3.9174 -1.2997 2.2097 -0.2340 0.0781 -0.4754 0.00
H 4.0274 -2.8234 3.0075 -0.4364 -0.1483 0.3793 0.00
H 3.4670 -4.1100 0.9725 -0.0183 -0.0699 -0.2163 0.00
H 2.2569 -2.4863 -0.4187 -0.0153 -0.0655 -0.2855 0.00
H 3.8545 -2.6890 -1.2515 -0.3384 -0.4187 -0.0761 0.00
H 3.5366 -1.2558 -0.4029 0.0897 0.0982 0.7224 0.00
H 5.7060 -3.2053 1.7116 -0.3404 -0.1081 0.1446 0.00
C -2.4116 4.4233 3.6770 -0.6775 0.1346 -0.3289 0.03
C -1.3024 3.6951 2.9241 -1.3031 -0.0659 2.2638 0.03
C 0.1108 4.2164 3.2505 0.7861 0.0652 0.2250 0.16
O -1.4944 2.3345 3.1060 -0.7311 1.5779 -0.0710 0.61
H -2.4711 4.2051 4.7433 0.8375 0.0968 0.1294 0.01
H -3.4184 4.1214 3.3881 0.0686 -0.1092 -0.6304 0.01
H -2.3301 5.4931 3.4845 0.0263 -0.0755 0.2177 0.00
H -1.4051 3.9257 1.8637 -0.1194 -0.1519 -1.1556 0.13
H 0.8564 4.1687 2.4568 -0.1243 -0.6030 0.0562 0.00
H 0.4052 3.6834 4.1547 0.3726 0.0034 -0.1353 0.00
H 0.0555 5.2776 3.4932 -0.4825 -0.0414 0.0017 0.01
H -0.7471 1.8360 2.7674 1.8999 -1.0031 -0.9855 -0.01



(3)
96
Properties=species:S:1:pos:R:3:forces:R:3:lowdin_charge:R:1 method="wB97M-V/def2-TZVPD" lumo_energy_ev=-1.8 total_charge=+1 orbital_gap_ev=8.34
Cd 0.1596 0.8037 -0.2377 -1.4542 0.5763 1.6082 1.30
F -1.1457 2.3159 -0.2724 -0.8981 1.3826 -0.0910 -0.63
C 0.8952 0.6994 -3.4184 0.1920 0.2504 -3.0672 -0.32
O 0.6012 0.8384 -2.2713 0.4470 0.3217 -0.5341 -0.06
N 0.9372 1.6663 -4.3633 0.5886 0.5748 -0.4752 -0.15
C 1.1823 1.2907 -5.7669 0.2255 -0.3940 -0.0312 -0.05
C 0.8338 3.0958 -4.0337 -1.1510 -0.5880 -0.4955 -0.02
H 1.1360 -0.2508 -3.9199 -0.1145 -0.4611 0.4986 0.14
H 0.8795 0.2528 -5.9050 -0.0156 0.0339 -0.0237 0.08
H 2.2160 1.3653 -6.1046 0.3541 0.0425 0.5332 0.09
H 0.6650 1.8751 -6.5278 -0.6040 0.2604 0.6022 0.09
H 1.7030 3.6672 -4.3595 0.1756 -0.2061 0.3003 0.09
H -0.0126 3.4755 -4.6060 -0.0540 0.2109 -0.0088 0.10
H 0.5578 3.2009 -2.9845 0.3500 0.0326 -0.0627 0.08
C 2.0528 -1.7879 -0.6991 -0.9983 1.2172 -1.0774 -0.35
O 1.2909 -0.9955 -0.1752 0.9646 -1.1177 0.6094 -0.10
N 2.2447 -3.0061 -0.2977 1.5073 -1.7576 -0.1232 -0.14
C 3.1040 -3.9224 -1.1583 -0.9047 0.2436 1.8603 0.00
C 1.5669 -3.5759 0.8697 -0.0801 -0.7153 0.1931 -0.02
H 2.5413 -1.5862 -1.6650 0.2089 0.3226 0.0786 0.14
H 4.0666 -4.0377 -0.6601 -0.0925 -0.3879 0.0392 0.09
H 3.3211 -3.5929 -2.1744 -0.5948 0.4046 0.1753 0.08
H 2.5114 -4.8372 -1.1526 0.5701 -0.2987 -0.3468 0.09
H 2.2354 -4.0503 1.5881 0.5368 -0.3860 -0.5663 0.09
H 1.0329 -2.9290 1.5658 -0.0961 0.8515 -1.0245 0.07
H 0.8635 -4.3112 0.4791 -0.0696 -0.1845 0.2834 0.09
C 3.3034 1.7884 -0.0774 -0.6283 -1.0651 -0.8476 -0.30
O 2.0901 1.5801 0.0362 2.9283 1.7463 0.6121 -0.12
N 3.9013 2.6542 -0.8935 0.3711 -0.3652 -0.9065 -0.16
C 5.3593 2.5659 -1.0955 -0.0551 1.5738 0.0246 -0.04
C 3.1608 3.6902 -1.6505 -0.1962 -0.3345 1.4280 0.00
H 4.0546 1.1293 0.3846 -0.2218 0.0401 0.3803 0.13
H 5.7779 3.4997 -0.7200 0.2400 0.0533 0.1825 0.09
H 5.6170 2.5918 -2.1543 -0.2721 -0.4312 -0.0949 0.09
H 5.8944 1.7592 -0.5945 -0.6286 -0.1840 0.0027 0.09
H 3.3096 3.7019 -2.7302 0.5103 -0.1698 0.2414 0.08
H 2.0980 3.5349 -1.4650 0.0991 -0.0988 0.0580 0.08
H 3.4292 4.6218 -1.1523 0.0103 0.3480 -0.5807 0.10
O -1.3720 -0.6139 -0.7004 -2.4360 -1.1760 -0.5266 -0.35
P -2.5726 -1.2032 -1.3622 -1.3244 -1.1760 -1.7742 0.66
N -2.1738 -2.2656 -2.6900 -0.4670 1.7816 0.3261 -0.29
C -1.4942 -3.5260 -2.4561 0.3940 0.3434 0.6112 -0.12
C -2.0527 -1.7830 -4.0825 0.4359 -0.8126 0.4886 -0.11
N -3.8273 -0.1576 -1.9190 0.7162 -1.0578 -0.8121 -0.27
C -4.8019 -0.4410 -3.0064 0.2737 -1.1696 0.3358 -0.12
C -4.1112 1.0235 -1.1190 0.0926 0.9601 0.0824 -0.11
N -3.4094 -2.2281 -0.3530 0.0127 -1.2360 -1.1191 -0.33
C -3.2856 -2.1951 1.0497 0.8346 0.8440 1.0187 -0.13
C -4.5554 -2.9811 -0.7948 -0.4162 -0.1053 -1.4868 -0.11
H -1.9326 -4.3466 -3.0241 -0.3434 -0.1033 0.2957 0.09
H -1.4263 -3.7040 -1.3829 -0.5286 -0.3998 -0.0089 0.07
H -0.4450 -3.5074 -2.7508 0.2753 0.3619 -0.3305 0.07
H -1.6936 -0.7573 -4.1667 -0.7877 0.2820 0.0826 0.08
H -2.9539 -2.0603 -4.6294 -0.0465 0.7320 -0.2271 0.07
H -1.2595 -2.3362 -4.5854 0.1797 -0.2969 0.1625 0.07
H -4.9262 0.3631 -3.7317 0.4563 0.0129 0.0030 0.09
H -4.6109 -1.4046 -3.4789 1.0027 0.3820 -0.5030 0.05
H -5.8082 -0.7503 -2.7240 -0.3584 0.8105 1.1824 0.08
H -3.4056 1.8228 -1.3453 0.0282 0.0880 0.1033 0.07
H -5.1201 1.3861 -1.3157 -0.0187 -0.1588 -0.2977 0.08
H -4.0908 0.9041 -0.0357 0.2805 -0.5255 0.0719 0.08
H -3.7656 -3.0085 1.5939 -0.2083 -0.1571 -0.4608 0.10
H -2.2202 -2.2615 1.2703 -0.0140 0.4746 0.5354 0.07
H -3.7471 -1.2489 1.3319 0.2886 0.0293 1.1163 0.08
H -4.4361 -4.0438 -0.5836 0.0635 -0.0796 0.0781 0.09
H -4.6967 -2.8718 -1.8700 0.3636 -0.2424 -0.1134 0.06
H -5.5409 -2.6808 -0.4388 0.1252 0.4218 0.7673 0.09
O -0.0279 0.5358 1.9357 -0.7295 0.6568 3.2508 -0.36
P 0.1726 0.8029 3.4146 1.8334 -0.6060 1.3935 0.68
N -0.9490 0.0271 4.4669 1.2228 -0.7302 -2.2014 -0.32
C -1.0135 0.2009 5.9002 -0.4473 0.8178 -0.8876 -0.10
C -2.1840 -0.3729 3.8520 -0.8997 -0.9563 -0.7909 -0.14
N 0.2686 2.4384 3.9047 -0.4928 -0.0030 -1.1297 -0.30
C -0.1189 3.4758 2.8914 -0.2185 -1.5135 -0.5391 -0.09
C 0.7223 3.0234 5.1897 0.0663 -1.4712 -0.4972 -0.11
N 1.7211 0.1582 3.8925 0.4146 0.9319 0.3247 -0.28
C 2.0232 -1.2653 4.1820 -1.3365 0.5889 -1.2371 -0.09
C 2.9505 0.9312 3.4862 -2.1321 0.0075 -0.3019 -0.10
H -1.5636 -0.6346 6.3331 0.7885 -0.4177 0.1971 0.09
H -1.7115 1.0216 6.0654 0.3558 0.6416 0.5985 0.08
H 0.0077 0.3972 6.2268 -0.3850 -0.1844 0.7118 0.07
H -2.7930 0.4676 3.5192 -0.1561 0.0148 -0.1041 0.09
H -2.8129 -1.0383 4.4435 0.1006 0.5042 1.1045 0.09
H -2.0714 -1.1000 3.0478 0.6514 0.7090 -0.5873 0.04
H 0.6469 3.4865 2.1159 0.4398 0.9896 0.2466 0.07
H -0.9554 3.1645 2.2656 -0.3901 -0.3259 0.3106 0.06
H -0.4319 4.4129 3.3518 0.6261 -0.0333 0.0357 0.09
H 1.1639 2.2408 5.8066 -0.1140 -0.0907 0.0314 0.06
H 1.5349 3.7338 5.0376 -0.2375 0.3095 -0.1840 0.08
H -0.1243 3.4442 5.7322 0.1271 0.2562 -0.0375 0.08
H 1.8198 -1.8894 3.3118 -0.1922 -0.0537 -0.3944 0.04
H 3.0935 -1.4262 4.3115 -0.1860 0.2979 0.8886 0.08
H 1.3165 -1.6203 4.9320 0.6483 -0.1290 0.4650 0.07
H 3.3473 0.5687 2.5379 0.3777 -0.5003 0.1795 0.06
H 3.6766 0.9879 4.2972 0.0179 -0.1517 -0.1480 0.09
H 2.5920 1.9233 3.2118 0.2234 0.2726 0.3466 0.06